One molecule with the formula C5H7N in a non-equilibrium geometry. Source: the OMol25 dataset; level of theory: ωB97M-V with the def2-TZVPD basis set.

Calculated values
* total charge: 0
* frontier orbital gap: 11.20 eV
* highest occupied orbital energy: -10.294 eV
* energy relative to the best compared isomer or geometry (same formula, charge and spin): 1.249 eV
* calculated total energy: -6787.2640 eV
* F_max: 1.2 eV Å⁻¹
* SMILES: C[C@H]1C[C@H]1C#N

CARTESIAN COORDINATES (ANGSTROEM)
C -0.413 -0.768 -1.253
C -0.032 0.489 -0.515
C -0.786 0.913 0.711
C 0.653 0.516 0.831
C 1.120 -0.741 1.277
N 1.596 -1.772 1.450
H 0.438 -1.175 -1.807
H -1.205 -0.547 -1.979
H -0.782 -1.537 -0.571
H 0.558 1.154 -1.154
H -1.542 0.214 1.072
H -0.988 1.957 0.915
H 1.382 1.297 1.024

natural (NBO) charges in e:
1. C -0.6146
2. C -0.1908
3. C -0.3861
4. C -0.3582
5. C 0.2840
6. N -0.3370
7. H 0.2223
8. H 0.2211
9. H 0.2183
10. H 0.2259
11. H 0.2322
12. H 0.2300
13. H 0.2528


C16H10BeBrCl5 as an isolated structure in a non-equilibrium geometry. Source: the OMol25 dataset; level of theory: ωB97M-V with the def2-TZVPD basis set.

Calculated values
* total charge: -2
* frontier orbital gap: 3.65 eV
* highest occupied orbital energy: 0.869 eV
* energy relative to the best compared isomer or geometry (same formula, charge and spin): 1.658 eV
* calculated total energy: -149807.8462 eV
* F_max: 4.8 eV Å⁻¹

CARTESIAN COORDINATES (ANGSTROEM)
C -0.343 1.840 0.322
C -0.635 1.623 1.694
C 0.583 1.395 2.388
H -1.610 1.787 2.150
C 1.622 1.351 1.450
C 1.082 1.583 0.124
H 1.734 1.953 -0.662
H -1.047 2.381 -0.307
H 0.644 1.274 3.467
H 2.657 1.167 1.732
Be 0.186 0.010 -0.961
Br 1.796 -1.300 -1.832
C 0.278 -0.094 -3.246
C 0.984 1.191 -3.145
C 0.134 2.130 -2.585
H 2.016 1.356 -3.471
C -1.165 1.515 -2.378
C -1.032 0.134 -2.606
H -1.851 -0.584 -2.660
H 0.389 -0.783 -4.087
H 0.365 3.194 -2.438
H -2.094 2.077 -2.215
Cl -2.474 -0.526 -0.108
C -1.286 -1.539 0.714
C 0.041 -1.287 0.442
C 0.977 -1.847 1.293
Cl 2.631 -1.352 1.346
C 0.632 -2.821 2.271
Cl 1.837 -3.645 3.143
C -0.735 -3.044 2.550
Cl -1.189 -4.197 3.703
C -1.728 -2.366 1.784
Cl -3.398 -2.575 2.128

natural (NBO) charges in e:
1. C -0.3928
2. C -0.3405
3. C -0.3375
4. H 0.1818
5. C -0.2904
6. C -0.5688
7. H 0.2435
8. H 0.2313
9. H 0.1797
10. H 0.1915
11. Be 1.5686
12. Br -0.6965
13. C -0.3000
14. C -0.3945
15. C -0.3484
16. H 0.1954
17. C -0.3553
18. C -0.6295
19. H 0.2159
20. H 0.2042
21. H 0.1932
22. H 0.1935
23. Cl -0.0236
24. C 0.0491
25. C -0.5563
26. C -0.0395
27. Cl 0.0205
28. C -0.1195
29. Cl 0.0105
30. C -0.1325
31. Cl 0.0038
32. C -0.1505
33. Cl -0.0063


- The lowest total charge belongs to which entry?
  C16H10BeBrCl5